{"formula": "C4H4FNO2", "method": "ωB97M-V/def2-TZVPD", "relative_energy_kcal_mol": 33.85, "spin_multiplicity": 1, "orbital_gap_ha": 0.36663, "lumo_ha": 0.0228, "total_energy_ha": -459.84472, "e_homo_ev": -9.355, "symbols": ["C", "C", "C", "C", "H", "H", "H", "H", "N", "O", "O", "F"], "coordinates": [[-1.658, 0.358, 0.413], [-0.350, -0.059, 0.005], [1.296, -1.427, -0.044], [0.875, 0.632, -0.029], [-2.797, -0.777, -0.443], [-1.427, 1.400, 0.472], [-1.885, 0.241, 1.602], [1.806, -2.427, -0.314], [1.935, -0.283, 0.094], [-2.756, 0.142, -0.369], [-0.046, -1.387, 0.027], [1.355, 1.831, -0.145]], "forces_ev_per_a": [[-0.194, 2.194, 3.823], [2.304, 1.106, 0.194], [2.168, -1.198, 0.278], [0.737, -3.503, 0.930], [-0.667, -2.364, -0.532], [-0.703, 1.374, -0.317], [0.561, -0.692, -2.514], [-1.150, 1.757, 0.959], [-2.568, -1.491, -1.727], [-0.403, 1.373, -0.430], [1.244, -0.256, -0.746], [-1.328, 1.700, 0.084]]}

{"formula": "C58H91FN3O22PS2", "method": "ωB97M-V/def2-TZVPD", "spin_multiplicity": 1, "orbital_gap_ha": 0.27324, "lumo_ha": -0.0108, "total_energy_ha": -5321.86004, "e_homo_ev": -7.730, "symbols": ["C", "C", "C", "C", "N", "C", "C", "C", "C", "C", "C", "N", "C", "C", "C", "O", "C", "C", "C", "P", "C", "C", "C", "C", "C", "C", "C", "C", "F", "C", "C", "N", "C", "S", "S", "C", "C", "C", "H", "H", "H", "H", "H", "H", "H", "H", "H", "H", "H", "H", "H", "H", "H", "H", "H", "H", "H", "H", "H", "H", "H", "H", "H", "H", "H", "H", "H", "H", "H", "H", "H", "H", "H", "H", "H", "H", "H", "H", "H", "H", "H", "H", "H", "H", "H", "H", "H", "C", "C", "C", "O", "C", "O", "O", "H", "H", "H", "H", "H", "H", "C", "C", "C", "O", "C", "O", "O", "H", "H", "H", "H", "H", "H", "C", "C", "C", "O", "C", "O", "O", "H", "H", "H", "H", "H", "H", "C", "C", "C", "O", "C", "O", "O", "H", "H", "H", "H", "H", "H", "C", "C", "C", "O", "C", "O", "O", "H", "H", "H", "H", "H", "H", "C", "C", "C", "O", "C", "O", "O", "H", "H", "H", "H", "H", "H", "C", "C", "C", "O", "C", "O", "O", "H", "H", "H", "H", "H", "H"], "coordinates": [[4.225, -1.039, 1.809], [4.118, -1.119, 3.345], [2.645, -0.891, 3.748], [2.443, 0.407, 4.562], [1.273, 1.195, 4.089], [0.230, 1.302, 5.127], [-0.398, -0.034, 5.488], [-1.081, -0.755, 4.317], [-2.172, 0.117, 3.646], [-2.050, 0.140, 2.136], [-3.163, -0.332, 1.387], [-3.198, -0.327, 0.086], [-2.078, 0.155, -0.528], [-2.074, 0.226, -1.960], [-3.311, -0.270, -2.685], [-3.676, -1.618, -2.385], [-2.652, -2.564, -2.642], [-2.101, -3.148, -1.332], [-0.960, 0.753, -2.610], [-1.057, 0.871, -4.447], [-1.680, 2.537, -4.952], [-0.996, 3.750, -4.267], [0.530, 0.434, -5.303], [1.277, 1.588, -6.003], [0.194, 1.187, -1.841], [1.396, 1.731, -2.591], [2.512, 2.325, -1.752], [3.608, 2.823, -2.711], [3.122, 1.363, -0.955], [0.148, 1.097, -0.474], [-0.982, 0.594, 0.224], [-0.947, 0.590, 1.593], [1.667, 2.419, 3.577], [2.616, 2.492, 2.243], [1.193, 3.978, 4.349], [-0.294, 4.559, 3.469], [-0.496, 4.008, 2.048], [0.055, 4.946, 0.951], [3.560, -0.243, 1.477], [5.246, -0.812, 1.487], [3.943, -1.980, 1.333], [4.810, -0.383, 3.757], [4.450, -2.116, 3.637], [2.324, -1.734, 4.367], [2.035, -0.888, 2.848], [2.339, 0.154, 5.617], [3.360, 0.984, 4.464], [-0.521, 2.034, 4.845], [0.694, 1.702, 6.037], [0.384, -0.695, 5.874], [-1.090, 0.141, 6.313], [-0.343, -1.075, 3.583], [-1.568, -1.641, 4.730], [-3.163, -0.276, 3.874], [-2.140, 1.138, 4.024], [-4.037, -0.697, 1.916], [-3.202, -0.227, -3.764], [-4.139, 0.344, -2.328], [-3.125, -3.401, -3.166], [-1.866, -2.188, -3.302], [-2.886, -2.969, -0.594], [-1.187, -2.666, -0.987], [-1.997, -4.232, -1.392], [-1.711, 2.632, -6.036], [-2.717, 2.554, -4.607], [-1.743, 4.542, -4.175], [-0.733, 3.496, -3.242], [-0.141, 4.105, -4.837], [1.193, -0.143, -4.661], [0.238, -0.253, -6.097], [1.814, 1.150, -6.849], [2.035, 2.054, -5.375], [0.598, 2.316, -6.441], [1.838, 0.876, -3.101], [1.084, 2.507, -3.286], [2.170, 3.157, -1.131], [4.544, 2.897, -2.162], [3.338, 3.756, -3.199], [3.734, 2.027, -3.448], [0.992, 1.442, 0.115], [-1.210, 4.411, 4.041], [-0.165, 5.639, 3.381], [-0.149, 2.986, 1.919], [-1.579, 3.977, 1.893], [0.706, 5.719, 1.356], [-0.785, 5.466, 0.482], [0.536, 4.386, 0.150], [-0.380, -8.097, 0.497], [0.153, -6.805, -0.062], [1.412, -6.932, -0.887], [2.034, -5.656, -0.693], [1.613, -5.177, 0.505], [2.083, -4.230, 1.048], [0.591, -5.919, 0.988], [-1.317, -7.902, 1.038], [-0.585, -8.808, -0.302], [0.328, -8.543, 1.200], [-0.634, -6.293, -0.625], [1.211, -7.099, -1.943], [2.084, -7.711, -0.522], [-6.057, 4.764, 6.195], [-4.572, 4.559, 6.034], [-4.181, 3.773, 4.809], [-2.960, 3.151, 5.234], [-3.012, 3.028, 6.588], [-2.240, 2.387, 7.224], [-4.046, 3.735, 7.096], [-6.264, 5.370, 7.078], [-6.472, 5.268, 5.324], [-6.563, 3.809, 6.339], [-4.052, 5.517, 6.065], [-4.011, 4.406, 3.941], [-4.902, 2.993, 4.551], [-2.234, 10.827, 5.577], [-2.573, 9.360, 5.666], [-1.753, 8.470, 4.761], [-2.659, 7.388, 4.502], [-3.919, 7.873, 4.633], [-4.896, 7.281, 4.300], [-3.908, 9.103, 5.187], [-2.838, 11.401, 6.280], [-1.182, 10.996, 5.805], [-2.452, 11.212, 4.580], [-2.518, 9.022, 6.704], [-0.845, 8.104, 5.234], [-1.497, 8.946, 3.811], [-6.742, -5.329, 0.144], [-5.297, -5.637, -0.161], [-5.085, -6.287, -1.503], [-3.903, -7.066, -1.279], [-3.859, -7.356, 0.047], [-3.103, -8.138, 0.530], [-4.773, -6.634, 0.736], [-6.830, -4.829, 1.108], [-7.170, -4.683, -0.622], [-7.327, -6.248, 0.208], [-4.686, -4.737, -0.056], [-4.926, -5.560, -2.296], [-5.899, -6.958, -1.787], [-5.942, 0.759, -5.933], [-6.260, -0.714, -5.966], [-5.501, -1.497, -7.012], [-6.407, -2.564, -7.310], [-7.663, -2.121, -7.042], [-8.657, -2.686, -7.357], [-7.621, -0.944, -6.368], [-6.497, 1.248, -5.132], [-4.876, 0.922, -5.765], [-6.235, 1.250, -6.862], [-6.124, -1.151, -4.973], [-4.556, -1.890, -6.643], [-5.320, -0.924, -7.925], [6.009, -2.945, -1.597], [6.897, -1.734, -1.678], [6.148, -0.445, -1.861], [7.096, 0.366, -2.574], [7.909, -0.477, -3.260], [8.682, -0.137, -4.097], [7.722, -1.760, -2.863], [6.605, -3.839, -1.428], [5.285, -2.840, -0.788], [5.467, -3.100, -2.533], [7.557, -1.688, -0.809], [5.878, 0.017, -0.914], [5.244, -0.554, -2.465], [11.408, -5.208, -3.975], [10.250, -4.569, -3.251], [10.646, -3.689, -2.088], [9.511, -3.804, -1.223], [8.921, -4.999, -1.477], [8.062, -5.471, -0.805], [9.434, -5.560, -2.596], [11.051, -5.797, -4.820], [12.098, -4.450, -4.347], [11.946, -5.890, -3.315], [9.616, -4.024, -3.955], [10.804, -2.652, -2.376], [11.528, -4.055, -1.557]], "forces_ev_per_a": [[0.260, 0.092, 0.126], [-0.190, -0.385, -1.063], [0.538, -0.225, 0.829], [0.145, -1.084, -1.098], [0.353, 1.598, 1.651], [0.187, -0.271, 0.747], [0.288, -0.228, -0.488], [-0.417, 0.422, 0.496], [0.198, -0.391, -0.477], [0.028, 0.055, 1.192], [0.116, 0.137, -0.501], [0.107, 0.210, 0.246], [-0.460, -0.148, -0.171], [0.674, 0.039, -0.246], [-0.244, -0.385, 0.474], [0.276, 0.312, -0.039], [-0.109, -0.966, 0.171], [-0.514, 0.284, -0.010], [0.232, 0.446, 0.079], [-1.015, -1.633, -0.744], [0.763, 0.626, 1.321], [-0.835, -0.155, -0.358], [0.145, 0.948, -0.345], [0.370, -0.800, -0.252], [-0.810, 0.042, 0.010], [-0.153, -0.533, 1.406], [0.620, 0.793, -1.087], [-0.305, -0.714, 0.446], [-0.276, -0.227, 0.212], [0.364, 0.225, -0.201], [0.824, 0.315, -0.389], [-0.893, -0.290, -0.721], [-0.284, -0.344, -1.302], [0.249, 0.023, 0.179], [-0.061, 0.149, 0.319], [-0.291, -0.150, -0.725], [-0.378, 0.656, -0.225], [-0.489, -0.219, -0.047], [0.153, 0.011, -0.315], [-0.008, 0.040, 0.013], [-0.225, 0.027, 0.064], [-0.185, 0.006, 0.328], [0.094, 0.104, 0.284], [-0.181, -0.025, -0.140], [-0.138, 0.138, 0.065], [-0.259, 0.228, 0.037], [-0.192, 0.327, -0.035], [-0.006, -0.094, -0.244], [-0.137, 0.054, 0.029], [-0.056, -0.031, 0.083], [-0.106, 0.044, -0.068], [0.030, 0.053, -0.015], [0.136, -0.163, -0.163], [-0.001, 0.055, 0.190], [0.025, 0.034, -0.060], [-0.026, -0.023, -0.003], [0.118, 0.528, -0.034], [-0.180, -0.085, -0.244], [-0.074, 0.160, -0.193], [-0.034, 0.247, 0.068], [0.135, 0.037, 0.156], [0.064, -0.122, 0.031], [0.378, 0.030, -0.116], [0.112, -0.169, -0.046], [-0.060, -0.312, -0.118], [0.246, 0.255, -0.186], [0.208, 0.016, -0.010], [0.133, 0.051, 0.191], [-0.070, 0.027, 0.139], [-0.249, -0.078, 0.138], [0.119, 0.130, 0.009], [-0.229, 0.265, 0.091], [0.000, 0.160, 0.211], [0.081, 0.219, -0.363], [0.035, -0.189, -0.274], [-0.063, -0.234, 0.330], [0.011, 0.334, -0.028], [0.066, 0.039, 0.002], [0.184, 0.212, -0.225], [-0.043, -0.142, 0.138], [0.286, -0.315, 0.335], [0.103, 0.020, 0.159], [0.104, 0.032, 0.182], [-0.024, -0.219, 0.096], [0.326, -0.204, -0.082], [0.049, 0.095, 0.004], [0.295, 0.085, 0.095], [-0.010, 0.274, 0.806], [-0.088, -0.554, 0.036], [-0.002, 0.072, -0.224], [-0.026, -0.068, 0.083], [0.027, 0.091, 0.014], [0.016, 0.081, 0.045], [0.075, 0.124, -0.196], [0.825, -0.237, -0.253], [-0.084, 0.043, -0.033], [0.155, 0.048, -0.158], [0.084, 0.081, -0.028], [0.075, 0.150, -0.026], [-0.068, -0.018, 0.091], [-0.101, -0.090, 0.359], [-0.649, 0.165, 0.016], [0.137, 0.095, -0.236], [-0.119, -0.052, 0.099], [0.065, 0.029, 0.064], [0.018, -0.053, 0.033], [0.273, -0.077, -0.258], [0.007, 0.065, -0.054], [0.085, 0.044, -0.015], [0.055, -0.043, -0.116], [0.105, -0.063, -0.029], [0.171, -0.015, 0.030], [-0.053, 0.017, 0.102], [-0.367, 0.173, -0.029], [0.269, 0.440, -0.044], [0.175, -0.136, 0.091], [-0.062, 0.073, -0.009], [-0.027, 0.040, -0.070], [-0.036, -0.068, 0.030], [0.072, -0.239, 0.010], [0.060, -0.016, 0.051], [0.006, -0.059, 0.020], [0.101, -0.087, -0.052], [-0.026, -0.102, -0.034], [-0.077, -0.177, -0.013], [-0.064, 0.088, 0.029], [-0.031, -0.112, 0.440], [-0.622, 0.287, 0.048], [0.134, 0.110, -0.276], [-0.083, -0.025, 0.203], [0.014, -0.021, 0.051], [-0.927, -0.031, -0.152], [0.263, -0.085, -0.293], [0.004, 0.073, -0.046], [0.062, 0.013, -0.024], [0.029, -0.025, -0.141], [0.080, -0.052, -0.048], [0.185, -0.093, -0.036], [-0.042, 0.018, 0.094], [-0.325, 0.245, 0.085], [0.231, 0.424, -0.007], [0.160, -0.178, 0.046], [-0.041, 0.131, 0.012], [-0.081, -0.018, -0.015], [-0.018, -0.020, 0.010], [0.096, -0.213, -0.030], [0.072, -0.022, 0.056], [0.011, -0.079, 0.019], [0.088, -0.134, -0.094], [0.010, -0.081, -0.038], [-0.066, -0.151, -0.021], [-0.052, 0.093, 0.049], [0.154, -0.380, -0.297], [-0.419, -0.411, 0.147], [-0.094, 0.381, 0.245], [0.026, -0.226, -0.144], [-0.020, 0.017, 0.015], [0.056, -0.012, -0.008], [0.074, 0.316, 0.030], [-0.130, -0.001, 0.193], [0.060, 0.015, 0.049], [-0.058, 0.204, 0.000], [0.058, 0.044, -0.057], [0.084, 0.177, -0.071], [0.049, -0.095, -0.051], [-0.117, -0.393, -0.021], [0.419, -0.062, -0.274], [-0.022, 0.273, -0.031], [0.061, -0.132, 0.021], [-0.022, -0.001, 0.031], [0.043, -0.115, -0.019], [-0.073, 0.194, 0.128], [0.008, 0.070, -0.041], [-0.045, 0.047, 0.011], [0.037, 0.110, 0.079], [-0.060, 0.056, 0.106], [-0.176, 0.040, 0.083], [0.000, -0.094, -0.066]]}

{"formula": "C14H21NO2S", "method": "ωB97M-V/def2-TZVPD", "relative_energy_kcal_mol": 1.55, "spin_multiplicity": 1, "orbital_gap_ha": 0.34626, "lumo_ha": 0.0245, "total_energy_ha": -1149.50722, "e_homo_ev": -8.755, "symbols": ["C", "C", "C", "H", "H", "H", "C", "H", "H", "H", "S", "C", "C", "N", "C", "O", "C", "O", "C", "C", "C", "C", "C", "C", "H", "H", "H", "H", "H", "H", "H", "H", "H", "H", "H", "H", "H", "H", "H"], "coordinates": [[-2.525, -1.341, -1.638], [-3.364, -1.396, -0.366], [-4.707, -0.708, -0.549], [-5.250, -0.668, 0.393], [-4.594, 0.302, -0.936], [-5.305, -1.274, -1.261], [-3.568, -2.846, 0.066], [-2.610, -3.318, 0.271], [-4.171, -2.892, 0.969], [-4.071, -3.404, -0.722], [-2.403, -0.636, 1.042], [-2.755, 1.156, 1.031], [-2.099, 1.908, -0.122], [-0.700, 1.583, -0.219], [0.276, 2.499, -0.171], [0.095, 3.699, -0.158], [1.688, 1.908, -0.171], [1.631, 0.504, -0.091], [2.800, -0.205, -0.034], [4.071, 0.349, -0.103], [5.182, -0.477, -0.039], [5.041, -1.845, 0.094], [3.771, -2.396, 0.163], [2.657, -1.586, 0.101], [1.661, -1.997, 0.159], [3.649, -3.464, 0.269], [5.913, -2.479, 0.143], [6.167, -0.037, -0.093], [4.210, 1.414, -0.207], [2.229, 2.338, 0.682], [2.187, 2.236, -1.094], [-0.452, 0.605, -0.137], [-2.173, 2.987, 0.044], [-2.601, 1.671, -1.067], [-2.338, 1.491, 1.981], [-3.832, 1.311, 1.043], [-3.031, -1.882, -2.436], [-2.364, -0.319, -1.970], [-1.556, -1.805, -1.469]], "forces_ev_per_a": [[-0.097, -0.046, 0.069], [0.213, 0.299, 0.281], [0.110, -0.054, 0.055], [-0.069, 0.021, 0.057], [-0.023, 0.095, -0.026], [-0.069, -0.036, -0.110], [0.060, 0.208, 0.098], [0.092, -0.128, 0.011], [-0.060, -0.037, 0.070], [-0.024, -0.049, -0.123], [-0.258, -0.111, 0.041], [0.099, -0.454, -0.288], [-0.145, 0.230, -0.003], [-0.187, -0.441, 0.049], [0.258, -0.396, -0.119], [0.196, 0.374, 0.042], [0.136, 0.481, 0.007], [0.089, -0.166, 0.020], [0.041, -0.218, 0.009], [-0.272, 0.284, -0.021], [0.065, -0.145, 0.014], [0.185, 0.001, -0.004], [-0.059, 0.032, -0.004], [-0.107, 0.164, -0.012], [-0.126, -0.041, 0.007], [-0.023, -0.085, 0.010], [0.074, -0.048, 0.004], [0.068, 0.036, -0.004], [-0.022, 0.097, -0.009], [-0.079, -0.056, -0.111], [-0.074, -0.038, 0.125], [0.051, 0.131, -0.021], [-0.035, -0.130, -0.085], [-0.011, 0.095, 0.123], [-0.052, 0.042, 0.014], [-0.006, 0.094, 0.048], [-0.060, -0.059, -0.141], [0.032, 0.093, -0.044], [0.089, -0.037, -0.028]]}

{"formula": "C5H10O", "method": "ωB97M-V/def2-TZVPD", "relative_energy_kcal_mol": 58.78, "spin_multiplicity": 1, "orbital_gap_ha": 0.36345, "lumo_ha": 0.0385, "total_energy_ha": -271.65895, "e_homo_ev": -8.842, "symbols": ["C", "C", "C", "C", "C", "H", "H", "H", "H", "H", "H", "H", "H", "H", "H", "O"], "coordinates": [[-2.117, -0.353, -1.660], [-0.818, 0.501, 0.243], [0.417, 0.049, 0.537], [0.930, 0.050, 2.047], [1.594, -0.024, -0.503], [-1.906, -0.437, -2.790], [-1.816, -1.378, -1.241], [-3.094, -0.158, -1.569], [-1.433, 0.979, 0.966], [0.244, 0.386, 2.854], [1.479, -0.915, 2.372], [1.825, 0.741, 2.057], [2.016, 1.076, -0.671], [1.465, -0.566, -1.492], [2.422, -0.639, -0.067], [-1.208, 0.688, -1.082]], "forces_ev_per_a": [[5.842, -1.657, -1.059], [1.567, -0.556, -1.315], [0.803, 0.827, 0.888], [1.758, -0.250, -0.873], [0.656, 0.132, 0.062], [-0.048, 0.485, 1.715], [-0.629, 1.494, -0.355], [-3.635, 0.974, 0.910], [-0.819, -0.205, 0.742], [0.147, -0.365, -0.862], [-1.412, 1.081, -0.698], [-1.028, -0.282, 0.028], [-0.968, -2.375, 0.219], [-0.594, 1.101, 1.091], [-0.531, 0.749, 0.004], [-1.107, -1.154, -0.497]]}